1.
{
  "formula": "C3H9NO2S",
  "method": "the ωB97M-V functional and the def2-TZVPD basis",
  "largest_force_ev_per_a": 4.865,
  "total_energy_ev": -19675.65451,
  "multiplicity": 1,
  "smiles": "N[C@H](C=O)CS.O",
  "de_lowest_ev": 2.759,
  "species": ["S", "O", "O", "N", "C", "C", "C", "H", "H", "H", "H", "H", "H", "H", "H", "H"],
  "coordinates": [[-0.3266, 2.0787, 0.0890], [-0.9396, 0.5936, 3.7926], [2.3518, -1.5156, -2.0181], [-0.8872, -0.7697, -1.3172], [0.8444, 0.6433, -0.1627], [0.4436, -0.2549, -1.2907], [1.4283, -1.5063, -1.2321], [-1.1455, -0.8742, -2.2376], [-1.8042, -0.3055, -0.8326], [1.8576, 1.1165, -0.2437], [-1.6500, 0.0359, 3.4819], [-1.3629, 1.2957, -0.0433], [1.2198, -2.4375, -0.5885], [-1.4647, 1.4066, 4.0036], [0.8233, 0.1482, 0.8160], [0.6120, 0.3452, -2.2165]]
}



2.
{
  "formula": "C3H9NO2S",
  "method": "the ωB97M-V functional and the def2-TZVPD basis",
  "largest_force_ev_per_a": 2.951,
  "total_energy_ev": -19672.66477,
  "multiplicity": 1,
  "de_lowest_ev": 5.748,
  "species": ["S", "O", "O", "N", "C", "C", "C", "H", "H", "H", "H", "H", "H", "H", "H", "H"],
  "coordinates": [[1.2241, -0.9737, 0.5853], [-1.3848, 2.1021, -1.5953], [1.1127, 2.2152, 0.6918], [-1.6454, -1.2696, -1.0811], [-2.2478, -0.1158, -1.4552], [2.3098, -0.8965, 2.0155], [-1.3468, 0.9142, -1.8664], [-0.4302, 0.5412, -2.3366], [-2.3323, -2.0134, -1.0831], [-3.3018, -0.0364, -1.2113], [-1.0158, -1.3088, -0.2553], [0.4983, 2.5100, 0.0145], [1.7685, -0.8315, 2.9613], [3.1314, -0.1942, 1.8592], [0.9200, 1.2487, 0.7088], [2.7400, -1.8914, 2.0479]]
}



3.
{
  "formula": "C3H9NO2S",
  "method": "the ωB97M-V functional and the def2-TZVPD basis",
  "s_squared": 0.754,
  "largest_force_ev_per_a": 6.465,
  "total_energy_ev": -19666.01204,
  "multiplicity": 2,
  "de_lowest_ev": 3.131,
  "total_charge": 1,
  "species": ["S", "O", "O", "N", "C", "C", "C", "H", "H", "H", "H", "H", "H", "H", "H", "H"],
  "coordinates": [[1.2541, -0.2973, 1.9944], [-2.4581, -3.6528, -0.4821], [-0.0965, -0.2765, -2.2529], [-0.1532, 1.9006, 0.7146], [-0.0638, 0.8300, -1.6050], [1.4683, 0.1560, 0.1902], [0.0688, 0.6867, -0.0416], [-0.9265, 0.0832, 0.2505], [1.7874, 0.8679, 2.4851], [1.7664, -0.7115, -0.4132], [0.0292, 1.9257, -2.0344], [-1.7309, -3.8091, -1.0507], [2.1715, 0.9822, 0.2707], [-0.3551, 2.7903, 0.2958], [-1.9483, -3.2407, 0.2685], [-0.8132, 1.7652, 1.4101]]
}



4.
{
  "formula": "C3H9NO2S2",
  "method": "the ωB97M-V functional and the def2-TZVPD basis",
  "largest_force_ev_per_a": 0.831,
  "total_energy_ev": -30512.93470,
  "multiplicity": 1,
  "smiles": "NC(=O)CCSS.O",
  "de_lowest_ev": 0.429,
  "species": ["S", "S", "O", "O", "N", "C", "C", "C", "H", "H", "H", "H", "H", "H", "H", "H", "H"],
  "coordinates": [[2.0319, 2.1814, 1.0283], [0.5182, 2.0138, -0.3635], [-2.5294, -1.9077, -1.4608], [1.3744, -3.3971, 0.1702], [-1.7730, -1.9328, 0.6581], [-0.5516, 0.6696, 0.3160], [-0.9850, -0.1970, -0.8535], [-1.8355, -1.4068, -0.6011], [-1.5013, 0.4181, -1.5652], [-2.2017, -2.8193, 0.8593], [-1.3997, 1.1959, 0.7194], [-0.1179, -0.4635, -1.4390], [-1.0234, -1.6852, 1.2799], [2.6850, 1.0806, 0.6234], [1.5056, -4.3501, 0.1509], [1.1395, -3.1852, 1.0856], [0.0415, 0.1837, 1.0856]]
}



5.
{
  "formula": "C3H9NO3",
  "method": "the ωB97M-V functional and the def2-TZVPD basis",
  "largest_force_ev_per_a": 4.052,
  "total_energy_ev": -10887.70875,
  "multiplicity": 1,
  "smiles": "CNCC(=O)O.O",
  "de_lowest_ev": 2.873,
  "species": ["O", "O", "O", "N", "C", "C", "C", "H", "H", "H", "H", "H", "H", "H", "H", "H"],
  "coordinates": [[4.3517, -3.9883, -2.1130], [0.2176, 1.5417, 0.7324], [-0.0580, 1.5396, -1.5199], [-2.0182, 0.6291, 1.3603], [-0.4558, 1.2400, -0.2110], [-1.3177, -0.2684, 2.2673], [-1.7394, 0.4342, -0.1051], [-0.8671, 0.1614, 3.1135], [-2.1295, 1.5627, 1.7536], [-0.0865, 2.4762, -1.2242], [5.2889, -4.2940, -2.1884], [-2.1537, -0.9832, 2.7590], [3.8483, -3.9552, -2.9110], [-2.5806, 0.8676, -0.7416], [-0.5413, -0.8193, 1.8009], [-1.6636, -0.5981, -0.3870]]
}



6.
{
  "formula": "C3H9NO3",
  "method": "the ωB97M-V functional and the def2-TZVPD basis",
  "largest_force_ev_per_a": 3.874,
  "total_energy_ev": -10888.04288,
  "multiplicity": 1,
  "smiles": "CNCC(=O)O.O",
  "de_lowest_ev": 2.539,
  "species": ["O", "O", "O", "N", "C", "C", "C", "H", "H", "H", "H", "H", "H", "H", "H", "H"],
  "coordinates": [[0.1497, 5.1844, -0.0518], [-1.7707, -0.9122, 1.1414], [-2.5191, -2.2999, -0.4997], [1.2167, -1.4514, 0.5407], [-1.5278, -1.6063, 0.1784], [1.6126, -0.0718, 0.1626], [-0.0880, -1.9742, -0.2817], [-0.7048, 4.7662, 0.0539], [-0.0273, -1.7162, -1.4030], [-3.2292, -1.5431, -0.5018], [2.1669, 0.0194, -0.8516], [0.0220, 5.7921, 0.7105], [-0.1579, -3.0765, -0.3094], [1.9824, -2.0415, 0.1710], [0.6027, 0.5136, 0.1237], [2.2718, 0.4174, 0.8169]]
}



7.
{
  "formula": "C3H9NO3",
  "method": "the ωB97M-V functional and the def2-TZVPD basis",
  "largest_force_ev_per_a": 4.284,
  "total_energy_ev": -10888.74999,
  "multiplicity": 1,
  "smiles": "C[C@@H](N)C(=O)O.O",
  "de_lowest_ev": 1.831,
  "species": ["O", "O", "O", "N", "C", "C", "C", "H", "H", "H", "H", "H", "H", "H", "H", "H"],
  "coordinates": [[-2.6158, -1.6993, 0.3514], [0.2512, -0.7981, 1.2723], [1.3849, -1.1658, -0.6455], [-0.1822, 1.7355, 0.7267], [0.7614, 1.0476, -0.2460], [0.4213, 1.2958, -1.7454], [0.7710, -0.4393, 0.0947], [1.8143, 1.3029, 0.0814], [-0.3530, 2.6164, 0.3825], [-3.1836, -1.3409, 0.9977], [0.7654, -0.3973, 1.8944], [1.1632, 0.6142, -2.2194], [-1.1100, 1.2185, 0.7165], [-0.5770, 1.0189, -2.1083], [0.6998, 2.2911, -2.0903], [-1.8285, -1.5916, 0.8125]]
}



8.
{
  "formula": "C3H9NO3",
  "method": "the ωB97M-V functional and the def2-TZVPD basis",
  "largest_force_ev_per_a": 1.740,
  "total_energy_ev": -10889.60649,
  "multiplicity": 1,
  "smiles": "NC(=O)CCO.O",
  "de_lowest_ev": 0.975,
  "species": ["O", "O", "O", "N", "C", "C", "C", "H", "H", "H", "H", "H", "H", "H", "H", "H"],
  "coordinates": [[0.3385, 1.6754, -2.1589], [-0.0495, 0.5354, 2.6929], [-0.0544, -2.7146, -0.4933], [-0.1452, 1.6553, 0.7246], [0.0616, 0.5245, 1.4904], [-0.5422, -1.6820, 0.3746], [0.5767, -0.6624, 0.6910], [0.3950, 1.7450, -0.1261], [0.4709, 2.6214, -2.2760], [1.4050, -1.2368, 1.1620], [-0.8563, -2.2344, 1.2562], [-0.5214, 2.4399, 1.2288], [0.9854, -0.3821, -0.2807], [-0.2390, 1.4344, -2.8833], [-1.4161, -1.1301, -0.0298], [-0.4089, -2.5887, -1.3724]]
}



> Look up the multiplicity of the seventh one.

1



> Look up the multiplicity of the seventh one.

1



> Look up the multiplicity of the fourth one.

1